Here is a structure of composition C22H17ClCo2O10 at a distorted geometry from the Open Molecules 2025 dataset. Energies are from the ωB97M-V functional and the def2-TZVPD basis.

The charge is -2. As for the LUMO energy: 4.55 eV.

Last column: natural (NBO) charge in e.
Atoms and positions in Å:
C 5.546 1.362 5.293  -0.62
C 4.929 1.442 3.920  -0.07
O 3.676 0.736 3.994  -0.52
C 3.038 0.694 2.813  0.72
C 1.714 0.026 2.877  -0.52
Cl 0.955 -0.267 1.446  0.02
C 0.975 -0.336 4.113  0.72
O -0.193 -0.695 4.126  -0.71
O 1.713 -0.247 5.233  -0.52
C 0.946 -0.547 6.415  -0.07
C 1.895 -0.458 7.582  -0.62
O 3.517 1.157 1.789  -0.71
H 6.527 1.839 5.298  0.19
H 4.918 1.879 6.028  0.20
H 5.682 0.321 5.609  0.21
H 4.719 2.480 3.629  0.18
H 5.563 0.969 3.160  0.18
H 0.137 0.192 6.496  0.18
H 0.515 -1.553 6.319  0.18
H 1.382 -0.724 8.509  0.19
H 2.741 -1.145 7.464  0.20
H 2.277 0.563 7.694  0.20
O 0.408 1.897 -4.687  -0.57
C 0.167 0.881 -4.189  0.52
Co -0.320 -0.567 -3.354  -0.04
C 1.220 -1.501 -3.281  0.49
O 2.277 -1.961 -3.235  -0.55
C -0.517 0.077 -1.778  0.45
O -0.630 0.625 -0.765  -0.54
C -2.250 -0.633 -3.756  -0.36
C -3.015 0.593 -3.870  0.04
C -3.318 1.374 -2.732  -0.22
C -3.867 2.645 -2.890  -0.21
C -4.243 3.098 -4.159  -0.26
C -4.006 2.298 -5.281  -0.22
C -3.408 1.045 -5.143  -0.23
C -1.998 -1.727 -4.624  -0.10
C -1.645 -2.003 -5.892  -0.60
Co -2.100 -2.216 -2.952  -0.13
C -2.526 -1.854 -1.270  0.59
O -2.873 -1.717 -0.175  -0.51
C -0.681 -3.333 -2.878  0.52
O 0.023 -4.256 -2.873  -0.55
C -3.349 -3.402 -3.300  0.62
O -4.150 -4.186 -3.594  -0.54
H -3.117 0.963 -1.739  0.22
H -4.006 3.282 -2.016  0.20
H -4.732 4.069 -4.271  0.19
H -4.287 2.647 -6.274  0.19
H -3.222 0.410 -6.010  0.22
H -1.739 -3.020 -6.271  0.18
H -1.267 -1.216 -6.546  0.19



Here is an isolated molecule of C22H17ClF4N6 at a distorted geometry from the Open Molecules 2025 dataset. Energies are from the ωB97M-V functional and the def2-TZVPD basis.

Its SMILES is Cn1nnc(N[C@](Cc2ccccc2)(c2cc(F)cc(C(F)(F)F)c2)c2ccc(Cl)cn2)n1. As for the LUMO energy: 0.33 eV.

Last column: natural (NBO) charge in e.
Atoms and positions in Å:
C 4.822 -2.121 -1.878  -0.42
N 3.517 -2.619 -1.549  -0.05
N 3.006 -3.884 -1.928  -0.01
N 1.845 -3.887 -1.517  -0.26
C 1.579 -2.624 -0.993  0.42
N 0.283 -2.344 -0.662  -0.65
C -0.233 -0.998 -0.135  0.12
C 0.128 -0.091 -1.434  -0.43
C -0.402 1.318 -1.562  -0.03
C 0.515 2.346 -1.252  -0.22
C 0.083 3.730 -1.368  -0.20
C -1.130 4.046 -2.035  -0.22
C -2.083 3.075 -2.316  -0.23
C -1.752 1.705 -2.102  -0.21
C 0.461 -0.620 1.246  -0.02
C 0.904 -1.569 2.083  -0.25
C 1.378 -1.350 3.362  0.41
F 1.886 -2.473 4.093  -0.33
C 1.365 0.006 3.824  -0.23
C 0.829 1.005 3.015  -0.15
C 0.664 2.365 3.561  0.98
F 1.310 2.565 4.630  -0.28
F -0.690 2.427 3.799  -0.34
F 1.033 3.310 2.688  -0.32
C 0.564 0.639 1.738  -0.14
C -1.787 -1.033 -0.053  0.23
C -2.524 0.102 0.526  -0.23
C -3.912 0.126 0.403  -0.19
C -4.562 -0.947 -0.035  -0.05
Cl -6.357 -0.994 -0.030  -0.01
C -3.819 -1.853 -0.698  0.02
N -2.449 -2.008 -0.611  -0.45
N 2.643 -1.884 -0.946  -0.31
H 4.906 -2.110 -2.973  0.21
H 4.980 -1.101 -1.392  0.24
H 5.608 -2.741 -1.591  0.21
H -0.518 -2.914 -1.020  0.45
H -0.235 -0.612 -2.219  0.22
H 1.266 -0.095 -1.601  0.25
H 1.459 2.027 -0.819  0.22
H 0.829 4.422 -1.036  0.22
H -1.517 5.125 -2.139  0.22
H -3.168 3.209 -2.635  0.23
H -2.523 0.957 -2.528  0.22
H 0.918 -2.592 1.830  0.24
H 1.745 0.137 4.780  0.23
H 0.105 1.439 1.206  0.21
H -1.995 1.030 0.782  0.24
H -4.506 0.932 0.742  0.23
H -4.471 -2.578 -1.254  0.21



Here is a structure of composition C22H17N3O2PdS from the Open Molecules 2025 dataset. Energies are from the ωB97M-V functional and the def2-TZVPD basis.

The charge is +2. As for the multiplicity: 5. The expectation value of S² is 6.11. As for the LUMO energy (spin up / spin down): -6.91 / -9.23 eV.

Last column: Mulliken spin population.
Atoms and positions in Å:
Pd -0.071 -1.375 -1.232  1.43
C 0.173 -0.248 -4.430  0.00
O 0.140 0.011 -3.009  0.04
C 0.393 1.298 -2.578  0.07
C 0.875 2.284 -3.412  -0.04
C 1.054 3.571 -2.917  0.09
C 0.743 3.885 -1.598  -0.02
C 0.259 2.903 -0.762  0.06
C 0.085 1.599 -1.235  0.02
N -0.352 0.556 -0.411  0.34
N -0.995 0.905 0.628  -0.07
C -1.437 0.017 1.549  0.17
C -1.240 -1.470 1.537  0.11
O -0.493 -2.062 0.724  0.19
C -1.897 -2.258 2.540  0.03
C -2.592 -1.672 3.527  0.00
C -2.721 -0.235 3.638  0.05
C -3.397 0.325 4.704  0.01
C -3.529 1.708 4.811  0.14
C -2.993 2.539 3.834  -0.06
C -2.317 1.998 2.759  0.15
C -2.157 0.601 2.642  0.01
H 1.181 -0.112 -4.817  0.00
H -0.529 0.412 -4.934  0.00
H -0.133 -1.282 -4.553  0.00
H 1.105 2.076 -4.446  0.00
H 1.441 4.336 -3.576  0.00
H 0.887 4.891 -1.231  0.00
H 0.029 3.109 0.273  0.00
H -1.787 -3.331 2.474  0.00
H -3.076 -2.286 4.278  0.00
H -3.827 -0.321 5.460  0.00
H -4.054 2.134 5.656  0.00
H -3.107 3.611 3.916  0.00
H -1.906 2.639 1.995  0.01
S 0.522 -3.487 -2.320  0.86
C 2.047 -3.071 -1.660  -0.04
C 3.181 -3.881 -1.739  0.14
C 4.333 -3.448 -1.094  -0.07
C 4.314 -2.244 -0.413  0.15
C 3.140 -1.475 -0.392  0.01
N 2.049 -1.881 -1.006  0.20
H 3.141 -4.817 -2.278  0.00
H 5.233 -4.048 -1.122  0.00
H 5.193 -1.884 0.103  0.01
H 3.092 -0.523 0.120  0.01



Here is an isolated molecule of C22H17N3O2S3 at a distorted geometry from the Open Molecules 2025 dataset. Energies are from the ωB97M-V functional and the def2-TZVPD basis.

Its SMILES is O=C(CN1C(=O)/C(=C/c2ccccc2)SC1=S)Nc1ncc(Cc2ccccc2)s1. As for the LUMO energy: -0.74 eV.

Last column: natural (NBO) charge in e.
Atoms and positions in Å:
O 0.523 -0.555 2.064  -0.57
C -0.201 -0.465 1.105  0.69
C 0.255 -0.750 -0.316  -0.35
N 1.694 -0.799 -0.339  -0.45
C 2.402 0.389 -0.331  0.67
O 1.876 1.474 -0.436  -0.57
C 3.842 0.127 -0.211  -0.31
C 4.719 1.152 -0.195  -0.13
C 6.154 1.162 -0.087  -0.03
C 6.935 0.003 -0.025  -0.19
C 8.309 0.088 0.076  -0.21
C 8.934 1.325 0.120  -0.19
C 8.175 2.483 0.059  -0.22
C 6.802 2.405 -0.045  -0.18
S 4.117 -1.598 -0.091  0.39
C 2.397 -1.951 -0.188  -0.07
S 1.761 -3.449 -0.152  -0.05
N -1.508 -0.075 1.253  -0.62
C -2.451 0.173 0.293  0.26
N -2.376 -0.125 -0.954  -0.49
C -3.476 0.286 -1.634  -0.05
C -4.431 0.922 -0.911  -0.20
C -5.738 1.480 -1.362  -0.45
C -6.870 0.810 -0.623  -0.02
C -7.375 1.367 0.544  -0.18
C -8.384 0.731 1.244  -0.21
C -8.896 -0.470 0.785  -0.22
C -8.393 -1.034 -0.375  -0.20
C -7.382 -0.398 -1.074  -0.22
S -3.933 1.007 0.757  0.35
H -0.083 0.046 -0.983  0.28
H -0.152 -1.707 -0.653  0.28
H 4.248 2.127 -0.274  0.24
H 6.463 -0.967 -0.061  0.21
H 8.898 -0.815 0.122  0.22
H 10.009 1.386 0.200  0.22
H 8.658 3.449 0.092  0.22
H 6.211 3.308 -0.093  0.21
H -1.772 0.145 2.208  0.42
H -3.521 0.092 -2.690  0.21
H -5.830 1.313 -2.437  0.23
H -5.760 2.556 -1.172  0.23
H -6.975 2.304 0.906  0.20
H -8.772 1.175 2.149  0.21
H -9.685 -0.967 1.330  0.21
H -8.787 -1.972 -0.737  0.21
H -6.987 -0.841 -1.978  0.21



Summary of total energy in eV
-131339.03542, -55418.86963, -45952.06777, -64162.06572
(order as listed above)